Record 1
{
  "formula": "C28H36Cl3N4O2ReSb2",
  "method": "ωB97M-V/def2-TZVPD",
  "symbols": ["Re", "C", "Sb", "C", "C", "C", "C", "C", "C", "C", "C", "C", "Sb", "C", "C", "H", "H", "H", "H", "H", "H", "H", "H", "H", "H", "H", "H", "H", "H", "H", "H", "H", "H", "H", "H", "Cl", "C", "C", "C", "Cl", "C", "O", "C", "Cl", "C", "H", "H", "C", "N", "C", "C", "O", "N", "C", "N", "H", "H", "H", "H", "H", "H", "H", "N", "C", "C", "C", "C", "C", "C", "H", "H", "H", "H", "H", "H", "H"],
  "xyz": [[-0.82182, -0.02943, -0.39330], [-2.60202, -0.09032, 3.14239], [-0.70178, 0.28446, 2.31485], [-0.04593, 2.15710, 3.03747], [0.67521, -1.06630, 3.26748], [2.02746, -0.44035, 3.42126], [2.28508, 0.27084, 4.59043], [3.50107, 0.89396, 4.80452], [4.49649, 0.80257, 3.84064], [4.26328, 0.07168, 2.68823], [3.04011, -0.55698, 2.45987], [2.90381, -1.42199, 1.24251], [1.96163, -0.44452, -0.42592], [3.09016, 1.35212, -0.46219], [2.71056, -1.43456, -2.14125], [-2.66948, 0.43302, 4.09564], [-2.73716, -1.15887, 3.30228], [-3.34705, 0.28747, 2.45033], [0.41533, 2.00454, 4.01031], [-0.91375, 2.81266, 3.12235], [0.69342, 2.58193, 2.36142], [0.69097, -2.01577, 2.73104], [0.23675, -1.25656, 4.24825], [1.52461, 0.31194, 5.36370], [3.67979, 1.42818, 5.72847], [5.46080, 1.26660, 4.00229], [5.06725, -0.05621, 1.97059], [2.39491, -2.35225, 1.44195], [3.88680, -1.67166, 0.83919], [4.05975, 1.11512, -0.02597], [2.62100, 2.13527, 0.12794], [3.22778, 1.68637, -1.48810], [3.79766, -1.36469, -2.13103], [2.32851, -0.95544, -3.04337], [2.40368, -2.48237, -2.13335], [-6.64741, -0.60634, -4.52936], [-5.49558, -0.43987, -3.29127], [-4.14253, -0.44894, -3.61887], [-3.24910, -0.31221, -2.58852], [-1.51378, -0.31405, -2.91604], [-3.61757, -0.17781, -1.25279], [-2.69610, -0.07444, -0.27775], [-4.98704, -0.18188, -0.95805], [-5.49756, -0.01619, 0.66707], [-5.91787, -0.30696, -1.97250], [-3.82198, -0.56287, -4.64572], [-6.97482, -0.30520, -1.73851], [-0.27363, 5.06948, -2.63037], [-0.67421, 4.00496, -1.71180], [-1.51494, 4.21621, -0.54711], [-1.54787, 2.83728, 0.06245], [-2.16628, 2.45938, 1.01587], [-0.74547, 1.97712, -0.73177], [-0.27068, 2.75225, -1.76683], [0.52393, 2.28745, -2.71968], [-0.91469, 5.92845, -2.45645], [-0.41548, 4.75315, -3.66402], [0.76251, 5.36176, -2.45845], [-2.51706, 4.54877, -0.82103], [-1.08181, 4.93748, 0.14832], [0.86342, 1.34339, -2.67774], [0.90567, 2.90165, -3.42626], [-1.05044, -2.24948, -0.16998], [-0.18296, -3.22262, -0.84323], [-0.33106, -3.46308, -2.19739], [0.49101, -4.40327, -2.80626], [1.44573, -5.08859, -2.06672], [1.56617, -4.85406, -0.70300], [0.74237, -3.92202, -0.08594], [-1.06747, -2.50520, 0.80390], [-2.00075, -2.41754, -0.47457], [-1.09453, -2.95470, -2.77729], [0.37148, -4.61088, -3.86229], [2.07388, -5.82853, -2.54715], [2.27650, -5.41950, -0.11194], [0.78310, -3.79010, 0.98812]],
  "total_charge": 3,
  "total_energy_ev": -92423.5289,
  "fmax_ev_per_a": 0.53,
  "relative_energy_kj_mol": 70.4,
  "multiplicity": 2
}

=====

Record 2
{
  "formula": "C13H17ClN2O2",
  "method": "ωB97M-V/def2-TZVPD",
  "symbols": ["C", "O", "C", "C", "C", "C", "N", "C", "C", "N", "C", "O", "C", "Cl", "C", "C", "C", "C", "H", "H", "H", "H", "H", "H", "H", "H", "H", "H", "H", "H", "H", "H", "H", "H", "H"],
  "xyz": [[3.70583, 2.55372, -4.07459], [3.04047, 1.31798, -4.00785], [2.23966, 1.07044, -2.92803], [2.02268, 1.94739, -1.87201], [1.18352, 1.59036, -0.83316], [0.54642, 0.35108, -0.80071], [-0.33293, 0.06054, 0.24911], [0.15811, 0.17591, 1.60817], [-1.02016, 0.41340, 2.55249], [-1.96337, -0.67997, 2.42258], [-2.14874, -1.51724, 3.46022], [-1.64871, -1.32905, 4.55290], [-3.06416, -2.71803, 3.24313], [-2.32272, -3.88798, 2.11801], [-2.43327, -0.82748, 1.06594], [-1.24603, -1.05168, 0.11831], [0.77497, -0.52388, -1.86442], [1.60072, -0.16709, -2.90931], [4.27793, 2.53145, -5.00095], [3.00029, 3.39089, -4.10677], [4.39110, 2.68936, -3.23097], [2.49221, 2.91832, -1.84802], [1.01248, 2.30091, -0.03850], [0.67449, -0.74926, 1.91588], [0.86369, 1.00166, 1.68091], [-1.52518, 1.34780, 2.28870], [-0.68634, 0.45276, 3.58981], [-3.18455, -3.22506, 4.20018], [-4.03690, -2.43325, 2.84283], [-2.93880, 0.10258, 0.78074], [-3.13224, -1.65423, 0.97257], [-0.77134, -2.01529, 0.36554], [-1.62180, -1.08990, -0.90484], [0.31758, -1.50053, -1.87932], [1.77508, -0.84662, -3.72858]],
  "total_energy_ev": -33354.4492,
  "fmax_ev_per_a": 0.50,
  "relative_energy_kj_mol": 180.0
}

=====

Record 3
{
  "formula": "C32H51NO11PS",
  "method": "ωB97M-V/def2-TZVPD",
  "symbols": ["C", "C", "P", "C", "N", "S", "C", "C", "C", "C", "C", "C", "C", "C", "C", "O", "C", "C", "C", "C", "C", "C", "O", "C", "C", "O", "H", "H", "H", "H", "H", "H", "H", "H", "H", "H", "H", "H", "H", "H", "H", "H", "H", "H", "H", "H", "H", "H", "H", "H", "H", "H", "H", "H", "H", "H", "H", "H", "H", "H", "H", "H", "H", "H", "H", "H", "H", "H", "H", "C", "C", "C", "O", "C", "C", "C", "O", "O", "O", "H", "H", "H", "H", "C", "C", "C", "O", "C", "C", "C", "O", "O", "O", "H", "H", "H", "H"],
  "xyz": [[-4.93261, 2.26541, 2.16508], [-4.41885, 0.81364, 2.70966], [-2.52797, 0.63161, 2.41112], [-1.67420, 1.04925, 4.04796], [-2.15527, -1.08992, 1.90429], [-3.25309, -2.08766, 2.89589], [-0.76023, -1.50404, 2.29367], [0.40719, -0.51020, 1.81673], [1.54267, -1.25801, 0.90725], [1.16085, -0.95630, -0.62222], [1.92356, 0.36011, -1.19697], [0.92551, 1.58660, -1.50357], [0.88857, 2.03575, -3.04305], [-0.06588, 3.35696, -3.11326], [0.79227, 4.71003, -3.28688], [1.99748, 4.63754, -2.47271], [2.66056, 5.92368, -2.43695], [-2.46092, -1.14490, 0.43024], [-2.03245, -2.48221, -0.33285], [-3.12670, -3.68602, -0.22144], [-4.50006, -3.34446, -0.97698], [-5.55179, -4.56212, -0.79680], [-6.70947, -4.34154, -1.66915], [-7.55192, -3.35732, -1.05229], [-8.66314, -3.77736, 0.03496], [-7.43695, -2.13544, -1.33552], [-5.03300, 3.02835, 3.00597], [-4.31743, 2.65046, 1.28579], [-5.99801, 2.09807, 1.75367], [-4.59633, 0.83224, 3.83664], [-5.03352, 0.04074, 2.14467], [-1.59760, 0.14141, 4.75912], [-2.17343, 1.94773, 4.53661], [-0.59354, 1.34965, 3.77285], [-2.65104, -3.35425, 2.80571], [-0.73053, -1.50309, 3.44762], [-0.49978, -2.58894, 2.00387], [0.06103, 0.39111, 1.21318], [0.96561, -0.13889, 2.75543], [2.53264, -0.78311, 1.21205], [1.58563, -2.36448, 1.18232], [0.03979, -0.69776, -0.66592], [1.34215, -1.87197, -1.28803], [2.60223, 0.71768, -0.33322], [2.61036, 0.11776, -2.08304], [1.23720, 2.50319, -0.87915], [-0.16576, 1.36704, -1.19768], [0.46043, 1.21172, -3.70882], [1.93730, 2.26506, -3.42497], [-0.87496, 3.24391, -3.91505], [-0.60271, 3.44450, -2.10563], [0.14634, 5.55245, -2.84362], [1.02327, 4.85417, -4.39659], [1.89676, 6.77654, -2.43033], [3.33825, 6.08073, -3.34892], [3.32123, 5.95127, -1.49357], [-3.60779, -1.06312, 0.32857], [-2.04871, -0.19940, -0.08225], [-2.02216, -2.21823, -1.45836], [-0.98782, -2.86848, -0.10070], [-3.25387, -4.07725, 0.83926], [-2.64886, -4.55470, -0.81776], [-4.34939, -3.14949, -2.10473], [-5.01783, -2.41906, -0.54390], [-5.09810, -5.58604, -0.99773], [-5.96157, -4.55350, 0.28561], [-8.39109, -4.79299, 0.48483], [-9.68415, -3.87794, -0.48382], [-8.68903, -2.93589, 0.80317], [5.92920, -2.68530, -3.32674], [4.62584, -2.41777, -3.43181], [3.61803, -3.11814, -2.58546], [2.43572, -2.83350, -2.69574], [4.09654, -4.13639, -1.64655], [5.40002, -4.40700, -1.54340], [6.41063, -3.68717, -2.37025], [7.59245, -3.94727, -2.23617], [5.85841, -5.35020, -0.67923], [4.16315, -1.49235, -4.31654], [6.67078, -2.18271, -3.93329], [3.35338, -4.64960, -1.05114], [6.82955, -5.35598, -0.79188], [3.19346, -1.48277, -4.19962], [3.42246, 5.26385, 2.54393], [2.67772, 4.18627, 2.29058], [3.26867, 2.81749, 2.28063], [2.55104, 1.85261, 2.06324], [4.70606, 2.68694, 2.53086], [5.45327, 3.76530, 2.78112], [4.85730, 5.13159, 2.81836], [5.56504, 6.08987, 3.06767], [6.78742, 3.66019, 3.01242], [1.34462, 4.29245, 2.03114], [3.00543, 6.26209, 2.55628], [5.12528, 1.69011, 2.50317], [7.09756, 4.57431, 3.16715], [1.03601, 3.37819, 1.88235]],
  "total_charge": 1,
  "total_energy_ev": -78134.3646,
  "fmax_ev_per_a": 4.88,
  "relative_energy_kj_mol": 406.8
}

=====

Record 4
{
  "formula": "C9H15NO2",
  "method": "ωB97M-V/def2-TZVPD",
  "symbols": ["C", "C", "C", "C", "C", "O", "C", "N", "C", "C", "C", "O", "H", "H", "H", "H", "H", "H", "H", "H", "H", "H", "H", "H", "H", "H", "H"],
  "xyz": [[-0.51658, -0.97846, 2.33559], [0.01810, -0.02539, 1.31208], [0.24515, 1.38181, 2.07684], [1.17486, -0.56550, 0.47153], [0.64780, -0.82988, -0.90113], [0.11798, -2.17735, -1.04092], [1.61889, -0.44286, -1.98138], [2.45382, 0.02102, -2.60450], [-0.64688, 0.26157, -1.02615], [-0.17310, 1.62804, -1.35779], [-1.60845, -0.33013, -2.01098], [-1.08885, 0.20340, 0.31657], [0.24125, -1.47532, 2.93420], [-1.10692, -1.65706, 1.71310], [-1.08875, -0.60685, 3.22176], [-0.79601, 1.73366, 2.34597], [0.73015, 2.05421, 1.33376], [0.95074, 1.05738, 2.85123], [1.61468, -1.44345, 0.96710], [2.14202, 0.08709, 0.48911], [0.29372, -2.74682, -0.26113], [-0.92399, 2.47016, -1.39044], [0.37932, 1.68325, -2.26322], [0.56574, 1.97431, -0.60088], [-1.07126, -0.24366, -3.00470], [-2.45611, 0.36142, -2.10421], [-1.71732, -1.39457, -1.82138]],
  "total_energy_ev": -15159.5781,
  "fmax_ev_per_a": 3.45,
  "relative_energy_kj_mol": 197.4
}